[1]
The following is a quantum chemistry calculation of a molecular structure, C21H20ClN5Ni, from OMol25.

CARTESIAN COORDINATES (ANGSTROEM)
Ni: -0.07 -2.04 -0.05
C: 0.68 2.31 -5.07
C: 0.58 1.70 -3.70
C: -0.27 2.21 -2.73
C: -0.38 1.62 -1.48
C: 0.38 0.50 -1.11
N: 0.28 -0.10 0.13
C: -0.01 0.64 1.26
C: 0.57 1.91 1.44
C: 0.35 2.68 2.57
C: -0.44 2.21 3.61
C: -0.66 3.01 4.87
C: -0.98 0.95 3.47
C: -0.80 0.17 2.33
N: -1.43 -1.11 2.32
C: -2.55 -1.45 2.99
C: -2.73 -2.80 2.86
C: -1.67 -3.23 2.07
N: -0.89 -2.20 1.75
C: 1.22 -0.03 -2.12
C: 1.30 0.56 -3.38
N: 2.01 -1.19 -1.88
C: 3.28 -1.40 -2.30
C: 3.63 -2.68 -1.92
C: 2.50 -3.17 -1.26
N: 1.53 -2.27 -1.25
H: 0.24 3.31 -5.07
H: 0.14 1.71 -5.81
H: 1.72 2.39 -5.40
H: -0.88 3.07 -2.96
H: -1.08 2.02 -0.76
H: 1.22 2.29 0.67
H: 0.82 3.66 2.64
H: -0.39 4.05 4.72
H: -0.05 2.62 5.69
H: -1.70 2.97 5.18
H: -1.55 0.54 4.30
H: -3.16 -0.72 3.50
H: -3.54 -3.40 3.26
H: -1.45 -4.22 1.71
H: 1.93 0.10 -4.13
H: 3.85 -0.65 -2.81
H: 4.56 -3.18 -2.09
H: 2.36 -4.14 -0.81
Cl: -2.51 -3.77 -1.09
C: -1.80 -2.13 -1.16
H: -2.56 -1.43 -0.79
H: -1.59 -1.91 -2.21

Its expectation value of S² is 2.0085. Its charge is 0. Its spin multiplicity is 3. The total energy comes out at -83116.876 eV.

=====

[2]
The following is a quantum chemistry calculation of a single C18H19N5O3S molecule, from OMol25.

CARTESIAN COORDINATES (ANGSTROEM)
C: 1.78 -4.55 -0.86
C: 0.93 -3.74 0.11
O: 0.61 -2.46 -0.42
C: 1.52 -1.49 -0.24
O: 2.56 -1.67 0.36
C: 1.11 -0.22 -0.83
C: 1.86 0.95 -0.79
C: 3.21 1.22 -0.24
N: 1.14 1.92 -1.38
C: -0.06 1.42 -1.84
C: -1.12 2.22 -2.43
O: -1.93 1.78 -3.22
C: -1.30 3.61 -1.84
S: -2.09 3.28 -0.21
C: -0.66 3.04 0.73
N: 0.41 3.81 0.69
N: 1.28 3.28 1.53
N: 0.83 2.23 2.07
N: -0.41 2.03 1.60
C: -1.13 0.86 1.89
C: -0.41 -0.28 2.21
C: -1.08 -1.46 2.45
C: -2.46 -1.51 2.35
C: -3.18 -0.36 2.04
C: -2.52 0.83 1.82
C: -0.10 0.07 -1.52
C: -1.23 -0.85 -1.78
H: 1.96 -5.54 -0.45
H: 2.74 -4.06 -1.00
H: 1.28 -4.64 -1.82
H: 1.46 -3.62 1.06
H: -0.04 -4.23 0.28
H: 3.58 0.32 0.25
H: 3.90 1.50 -1.04
H: 3.17 2.04 0.48
H: 1.46 2.87 -1.50
H: -2.02 4.18 -2.42
H: -0.39 4.18 -1.66
H: 0.67 -0.23 2.27
H: -0.53 -2.35 2.70
H: -2.99 -2.44 2.53
H: -4.25 -0.39 1.98
H: -3.07 1.73 1.60
H: -2.03 -0.33 -2.30
H: -1.60 -1.27 -0.85
H: -0.90 -1.68 -2.41

Its charge is 0. Its spin multiplicity is 1. The value obtained for the energy above the lowest of the compared OMol25 structures with the same formula, charge and spin is 35.5 kcal/mol. Its SMILES is CCOC(=O)c1c(C)[nH]c(C(=O)CSc2nnnn2-c2ccccc2)c1C.